Entry 1:
82
Properties=species:S:1:pos:R:3 method="wB97M-V/def2-TZVPD" orbital_gap_ha=0.1981 mol_weight_g_mol=1222.2 relative_energy_kcal_mol=0.00 charge=+1 e_homo_ha=-0.3236
Yb -1.063 0.282 -0.468
C 2.350 -2.594 -2.756
C 1.911 -2.756 -1.456
N 1.822 -1.533 -0.935
N 2.118 -0.578 -1.818
C 2.456 -1.229 -2.940
B 2.346 1.037 -1.626
N 2.128 1.481 -0.175
C 3.021 1.962 0.718
C 2.333 2.593 1.727
C 0.990 2.455 1.362
N 0.857 1.783 0.228
N 1.323 1.758 -2.511
C 1.498 2.854 -3.285
C 0.276 3.248 -3.766
C -0.619 2.329 -3.206
N 0.004 1.448 -2.439
N 3.770 1.232 -2.122
C 4.241 1.488 -3.374
C 5.573 1.177 -3.403
C 5.842 0.696 -2.108
N 4.762 0.711 -1.352
H 2.552 -3.371 -3.470
H 1.645 -3.632 -0.893
H 2.777 -0.674 -3.804
H 4.075 1.827 0.558
H 2.743 3.089 2.588
H 0.115 2.821 1.874
H 2.465 3.307 -3.414
H 0.062 4.076 -4.419
H -1.689 2.284 -3.325
H 3.605 1.850 -4.164
H 6.253 1.286 -4.229
H 6.777 0.345 -1.700
Br 1.031 -0.091 7.117
C 0.112 0.295 5.519
C 0.652 -0.095 4.305
C -0.041 0.193 3.143
C -1.267 0.843 3.162
C -1.771 1.268 4.391
C -1.088 0.990 5.564
N -1.897 1.051 1.890
C -3.057 1.573 1.868
C -3.812 1.834 0.632
C -5.100 2.333 0.742
C -5.840 2.545 -0.412
C -5.262 2.234 -1.627
C -3.967 1.731 -1.642
N -3.238 1.547 -0.546
H 1.610 -0.596 4.265
H 0.401 -0.042 2.188
H -2.691 1.829 4.470
H -1.487 1.320 6.512
H -3.584 1.846 2.782
H -5.512 2.546 1.720
H -6.848 2.935 -0.359
H -5.797 2.363 -2.556
H -3.510 1.438 -2.577
I 3.995 -2.019 1.598
C 2.064 -2.743 1.831
C 1.812 -3.790 2.747
C 0.537 -4.230 2.956
I 0.261 -5.786 4.315
C -0.569 -3.629 2.290
C -1.921 -3.988 2.499
C -2.909 -3.315 1.846
C -2.558 -2.252 0.993
N -1.320 -1.883 0.769
C -0.320 -2.581 1.376
C 1.027 -2.197 1.135
O 1.231 -1.140 0.244
H 2.640 -4.232 3.283
H -2.158 -4.794 3.180
H -3.949 -3.574 1.983
H -3.328 -1.691 0.472
F -0.786 -1.255 -4.766
C -1.761 -1.780 -4.011
F -2.930 -1.443 -4.556
F -1.646 -3.118 -4.064
C -1.631 -1.296 -2.548
O -2.636 -0.825 -1.975
O -0.497 -1.380 -2.046

Entry 2:
77
Properties=species:S:1:pos:R:3 method="wB97M-V/def2-TZVPD" orbital_gap_ha="0.1792 / 0.2041" multiplicity=4 mol_weight_g_mol=1013.5 charge=-2 e_homo_ha="-0.0527 / -0.0775" s2=3.7571
V 13.221 9.743 13.095
I 20.149 13.099 14.226
C 18.561 11.856 13.941
C 18.673 10.509 14.052
C 17.669 9.732 13.626
I 17.945 7.576 13.575
C 16.351 10.248 13.129
O 15.365 9.507 12.859
C 16.300 11.652 13.051
C 14.981 12.160 12.503
N 13.868 11.825 13.441
C 14.044 12.194 14.836
C 13.776 11.074 15.793
C 13.838 11.292 17.129
C 13.490 10.264 18.017
C 13.164 9.021 17.534
C 13.064 8.921 16.151
N 13.369 9.906 15.309
C 17.409 12.378 13.408
H 19.496 10.015 14.533
H 14.970 13.245 12.249
H 14.707 11.578 11.618
H 13.025 12.235 13.096
H 14.992 12.662 15.098
H 13.352 12.965 15.123
H 14.066 12.272 17.553
H 13.496 10.470 19.092
H 12.814 8.264 18.211
H 12.715 7.985 15.696
H 17.418 13.429 13.206
C 11.134 13.900 13.567
C 11.068 13.080 12.329
N 11.969 13.146 11.433
N 11.753 12.552 10.175
C 12.192 11.425 9.838
S 13.089 10.160 10.685
S 11.889 11.156 8.065
C 11.695 9.325 7.976
C 10.219 9.021 8.017
C 9.522 8.840 6.785
C 8.141 8.858 6.771
C 7.445 8.951 7.932
C 8.099 9.037 9.198
C 9.502 9.147 9.212
C 9.891 12.223 12.323
C 8.737 12.668 11.746
C 7.548 11.959 11.899
C 7.528 10.707 12.565
C 8.695 10.176 13.042
C 9.888 11.002 13.068
O 10.923 10.559 13.688
H 12.075 14.410 13.694
H 10.298 14.511 13.552
H 11.106 13.101 14.349
H 12.135 8.924 7.077
H 12.249 8.998 8.847
H 10.059 8.806 5.837
H 7.521 8.710 5.860
H 6.381 8.915 7.964
H 7.478 8.949 10.071
H 10.004 9.317 10.139
H 8.698 13.614 11.198
H 6.603 12.394 11.487
H 6.652 10.075 12.752
H 8.749 9.148 13.400
F 14.415 4.748 8.156
C 13.896 5.357 9.205
C 14.732 5.873 10.100
F 16.091 5.751 10.059
C 14.563 6.843 11.118
F 15.747 7.213 11.640
C 13.224 7.200 11.462
O 12.847 7.842 12.593
C 12.291 6.741 10.531
F 11.100 7.372 10.355
C 12.603 5.911 9.399
F 11.793 5.944 8.432

Entry 3:
70
Properties=species:S:1:pos:R:3 method="wB97M-V/def2-TZVPD" orbital_gap_ha="0.1852 / 0.1989" multiplicity=2 mol_weight_g_mol=761.8 relative_energy_kcal_mol=28.99 charge=+2 e_homo_ha="-0.4768 / -0.4781" s2=0.7705
Re -0.288 0.158 -0.068
C -1.952 -2.421 2.306
O -0.804 -1.802 1.735
C 0.424 -2.322 2.048
C 0.640 -3.605 2.519
C 1.924 -4.013 2.849
C 2.999 -3.141 2.722
C 2.800 -1.852 2.275
C 1.514 -1.432 1.923
N 1.207 -0.156 1.494
N 1.880 0.838 1.865
C 1.510 2.112 1.726
C 0.110 2.472 1.574
O -0.785 1.590 1.332
C -0.248 3.838 1.737
C 0.701 4.805 1.835
C 2.087 4.496 1.872
C 3.062 5.501 1.922
C 4.401 5.177 1.990
C 4.796 3.837 2.021
C 3.860 2.831 1.958
C 2.493 3.137 1.874
H -1.775 -2.670 3.354
H -2.757 -1.690 2.243
H -2.223 -3.323 1.751
H -0.188 -4.286 2.630
H 2.076 -5.015 3.220
H 3.990 -3.476 2.984
H 3.616 -1.154 2.173
H -1.301 4.076 1.728
H 0.402 5.840 1.882
H 2.752 6.534 1.896
H 5.149 5.953 2.025
H 5.843 3.589 2.088
H 4.154 1.793 1.990
C -2.463 3.564 -1.546
C -1.468 4.492 -1.837
C -0.165 4.058 -1.934
C 0.149 2.710 -1.702
N -0.832 1.825 -1.366
C -2.094 2.254 -1.315
N 1.451 2.373 -1.894
C 1.941 1.188 -1.804
N 1.280 0.074 -1.326
C 2.027 -1.057 -1.587
N 1.582 -2.265 -1.523
C 0.276 -2.577 -1.353
C -0.084 -3.910 -1.605
C -1.410 -4.275 -1.652
C -2.380 -3.293 -1.448
C -1.970 -2.018 -1.128
N -0.683 -1.651 -1.044
C 3.318 -0.637 -2.108
C 4.428 -1.352 -2.513
C 5.500 -0.635 -3.038
C 5.447 0.747 -3.171
C 4.321 1.473 -2.788
C 3.263 0.767 -2.250
H -3.500 3.851 -1.497
H -1.718 5.527 -2.000
H 0.641 4.726 -2.189
H -2.850 1.514 -1.090
H 0.711 -4.613 -1.795
H -1.696 -5.295 -1.864
H -3.431 -3.514 -1.544
H -2.701 -1.238 -0.923
H 4.456 -2.427 -2.432
H 6.387 -1.160 -3.360
H 6.290 1.267 -3.600
H 4.267 2.544 -2.913

Entry 4:
71
Properties=species:S:1:pos:R:3 method="wB97M-V/def2-TZVPD" orbital_gap_ha=0.2994 mol_weight_g_mol=924.9 relative_energy_kcal_mol=1.73 charge=+2 e_homo_ha=-0.4964
Au 1.319 1.164 -0.345
N 0.075 4.899 1.094
C 1.429 5.140 1.150
C 2.027 3.987 0.766
N 1.051 3.053 0.485
C -0.120 3.632 0.687
C -1.391 2.961 0.469
N -1.490 1.804 -0.141
C -2.826 1.504 -0.151
C -3.536 2.496 0.461
N -2.608 3.425 0.853
H -0.639 5.587 1.270
H 1.832 6.091 1.449
H 3.074 3.762 0.678
H -3.205 0.600 -0.595
H -4.589 2.627 0.638
H -2.815 4.263 1.370
I 1.994 -0.989 -1.538
C 3.159 -1.972 -0.072
C 4.293 -1.271 0.246
C 5.321 -1.858 1.000
C 5.220 -3.175 1.326
C 4.065 -3.923 1.000
C 4.062 -5.309 1.304
C 2.987 -6.092 1.028
C 1.817 -5.476 0.557
C 1.755 -4.132 0.251
P 0.072 -3.559 0.021
C -1.035 -4.578 0.960
C -0.848 -4.681 2.343
C -1.728 -5.435 3.094
C -2.787 -6.090 2.470
C -2.971 -5.989 1.100
C -2.098 -5.226 0.337
C -0.439 -3.497 -1.678
C -1.489 -2.669 -2.076
C -1.876 -2.659 -3.405
C -1.231 -3.478 -4.326
C -0.198 -4.314 -3.924
C 0.204 -4.325 -2.598
C 2.943 -3.315 0.360
H 4.423 -0.262 -0.122
H 6.199 -1.282 1.253
H 6.030 -3.681 1.835
H 4.950 -5.731 1.757
H 2.996 -7.154 1.229
H 0.924 -6.083 0.478
H -0.016 -4.180 2.826
H -1.592 -5.519 4.163
H -3.471 -6.683 3.061
H -3.795 -6.500 0.622
H -2.246 -5.140 -0.732
H -1.996 -2.041 -1.354
H -2.685 -2.017 -3.726
H -1.540 -3.468 -5.363
H 0.297 -4.952 -4.643
H 1.022 -4.965 -2.287
Cl 0.628 2.555 5.370
C 0.177 1.381 4.193
C 1.164 0.629 3.568
C 0.800 -0.303 2.613
C -0.545 -0.476 2.287
C -1.527 0.271 2.936
C -1.169 1.201 3.891
C -0.991 -1.431 1.265
O -2.105 -1.731 0.973
O 0.103 -2.097 0.678
H 2.200 0.774 3.838
H 1.562 -0.899 2.129
H -2.567 0.111 2.684
H -1.918 1.779 4.414

Entry 5:
86
Properties=species:S:1:pos:R:3 method="wB97M-V/def2-TZVPD" orbital_gap_ha=0.1658 mol_weight_g_mol=1000.1 charge=-2 e_homo_ha=-0.0103
Pd -1.376 0.184 0.214
N 0.855 -1.705 8.135
C 1.036 -1.556 6.745
C 0.073 -2.031 5.856
C 0.233 -1.860 4.492
C 1.353 -1.200 4.007
C 2.312 -0.717 4.880
C 2.155 -0.895 6.247
S 1.544 -1.041 2.247
O 2.929 -0.701 2.008
O 1.078 -2.298 1.705
N 0.504 0.089 1.779
C 0.692 1.356 2.199
N 1.679 1.688 3.064
C 1.793 2.964 3.385
C 0.958 3.957 2.900
C -0.064 3.511 2.068
N -0.213 2.250 1.729
H 0.290 -2.505 8.377
H 1.723 -1.712 8.649
H -0.804 -2.543 6.236
H -0.505 -2.239 3.797
H 3.168 -0.198 4.473
H 2.903 -0.516 6.936
H 2.596 3.207 4.078
H 1.077 4.998 3.167
H -0.804 4.199 1.664
F -3.004 -5.408 -4.141
C -2.044 -4.734 -4.800
F -2.535 -4.476 -6.037
F -1.031 -5.617 -4.995
C -1.598 -3.495 -4.094
C -1.918 -3.276 -2.765
C -1.476 -2.123 -2.128
C -0.709 -1.190 -2.812
C -0.375 -1.436 -4.146
C -0.819 -2.573 -4.791
P -0.056 0.279 -1.885
C -0.163 1.581 -3.161
C -1.202 1.637 -4.096
C -1.378 2.746 -4.903
C -0.524 3.837 -4.789
C 0.483 3.825 -3.827
C 0.643 2.719 -3.016
C -0.733 5.047 -5.634
F 0.416 5.721 -5.875
F -1.263 4.758 -6.844
F -1.574 5.952 -5.074
C 1.703 -0.263 -2.035
C 2.698 0.299 -2.838
C 3.985 -0.207 -2.827
C 4.303 -1.285 -2.007
C 3.328 -1.846 -1.194
C 2.041 -1.339 -1.217
C 5.703 -1.800 -2.014
F 6.141 -2.084 -3.272
F 5.862 -2.928 -1.299
F 6.598 -0.907 -1.524
H -2.523 -3.990 -2.223
H -1.743 -1.912 -1.092
H 0.250 -0.730 -4.682
H -0.560 -2.753 -5.828
H -1.897 0.812 -4.175
H -2.188 2.765 -5.622
H 1.129 4.685 -3.706
H 1.395 2.742 -2.236
H 2.470 1.125 -3.498
H 4.745 0.229 -3.465
H 3.566 -2.658 -0.522
H 1.300 -1.764 -0.554
F -3.114 1.594 -1.645
C -3.237 0.485 -0.769
F -3.797 -0.490 -1.620
C -4.425 0.888 0.106
F -4.119 1.921 0.919
F -4.838 -0.126 0.888
F -5.533 1.288 -0.587
C -3.281 -0.094 5.369
C -2.730 -0.543 4.017
N -2.241 0.441 3.255
O -2.764 -1.729 3.715
H -3.039 0.939 5.616
H -2.883 -0.752 6.139
H -4.365 -0.212 5.351
H -2.306 1.382 3.600
H -1.958 0.355 2.253

Entry 6:
74
Properties=species:S:1:pos:R:3 method="wB97M-V/def2-TZVPD" orbital_gap_ha="0.2145 / 0.2397" multiplicity=5 mol_weight_g_mol=679.6 relative_energy_kcal_mol=0.00 charge=+2 e_homo_ha="-0.4902 / -0.4945" s2=6.1657
Mn -0.051 -0.226 -0.449
C 0.200 -3.462 -0.668
O -0.629 -2.286 -0.562
C -2.009 -2.473 -0.560
C -2.611 -3.716 -0.572
C -4.000 -3.782 -0.566
C -4.759 -2.620 -0.544
C -4.136 -1.382 -0.531
C -2.755 -1.315 -0.537
N -2.016 -0.071 -0.475
N -2.725 0.976 -0.498
C -2.267 2.215 -0.554
C -0.896 2.502 -0.781
O -0.024 1.546 -0.961
C -0.456 3.834 -0.850
C -1.365 4.837 -0.681
C -2.758 4.615 -0.455
C -3.647 5.695 -0.306
C -4.986 5.463 -0.132
C -5.464 4.145 -0.111
C -4.608 3.076 -0.246
C -3.240 3.299 -0.414
H 0.027 -4.107 0.190
H 1.226 -3.117 -0.671
H -0.018 -3.982 -1.598
H -2.028 -4.625 -0.594
H -4.483 -4.749 -0.583
H -5.839 -2.672 -0.538
H -4.711 -0.468 -0.510
H 0.589 4.033 -1.045
H -1.021 5.866 -0.729
H -3.260 6.707 -0.333
H -5.673 6.290 -0.017
H -6.524 3.963 0.009
H -4.992 2.066 -0.231
O 4.549 0.041 5.843
N 4.590 0.289 4.666
O 5.574 0.665 4.065
C 3.355 0.035 3.869
C 2.351 -0.559 4.524
C 1.117 -0.862 3.857
C 0.016 -1.438 4.516
C -1.135 -1.665 3.809
C -1.171 -1.322 2.452
N -0.142 -0.790 1.809
C 0.987 -0.562 2.510
C 2.084 0.055 1.807
N 1.869 0.317 0.499
C 2.776 0.999 -0.180
C 3.971 1.418 0.399
C 4.227 1.110 1.711
C 3.265 0.405 2.468
H 2.479 -0.804 5.570
H 0.087 -1.690 5.568
H -2.011 -2.095 4.274
H -2.076 -1.487 1.879
H 2.545 1.219 -1.215
H 4.686 1.978 -0.189
H 5.152 1.415 2.172
N 5.162 -2.242 -2.045
C 4.527 -2.198 -3.243
O 5.035 -2.566 -4.275
C 3.116 -1.649 -3.273
C 2.538 -1.458 -4.523
C 1.249 -0.964 -4.606
C 0.575 -0.674 -3.436
N 1.114 -0.857 -2.224
C 2.368 -1.340 -2.157
H 6.100 -2.609 -2.031
H 4.767 -1.909 -1.187
H 3.119 -1.708 -5.402
H 0.767 -0.803 -5.559
H -0.435 -0.281 -3.460
H 2.761 -1.490 -1.161

Total energy across the listed records, respectively: -185835.892, -125950.135, -53341.487, -80365.824, -111963.544, -88691.079 eV.